[1]
DFT (wB97M-V/def2-TZVPD) results for a 12-piece molecular cluster, C32H77BN2O15 overall.

```
127
Properties=species:S:1:pos:R:3
C 1.31724 -2.12849 1.54482
N 1.21205 -1.28951 0.34334
C 2.26664 -1.63330 -0.63137
B -0.06583 -1.15511 -0.23493
O -0.19824 -0.63573 -1.50033
N -1.34244 -1.47039 0.52706
C -1.78805 -2.82060 0.54679
O -1.06908 -3.78812 0.56786
C -3.27174 -2.79806 0.47741
C -4.18100 -3.83791 0.55220
C -5.52063 -3.51047 0.44084
C -5.92829 -2.18158 0.25437
O -7.27228 -1.89193 0.16363
C -5.01445 -1.14111 0.19988
C -3.68334 -1.48777 0.31486
C -2.46325 -0.63265 0.31461
O -2.44741 0.56818 0.20274
H 0.42902 -2.02216 2.16328
H 1.41125 -3.18695 1.28427
H 2.19857 -1.83799 2.11942
H 1.91977 -2.38517 -1.34824
H 2.56214 -0.74550 -1.18763
H 3.12138 -2.04720 -0.09973
H -0.86057 -1.07056 -2.04610
H -3.84857 -4.85780 0.69649
H -6.27429 -4.28637 0.50425
H -7.59080 -2.12598 -0.71465
H -5.33087 -0.11480 0.07218
C -1.61165 2.13398 3.24212
C -1.21753 0.71285 3.58698
O -0.57084 0.62671 4.85524
H -0.73027 2.77527 3.24205
H -2.08271 2.17774 2.25915
H -2.30909 2.53326 3.98238
H -0.51082 0.32946 2.84968
H -2.09839 0.05853 3.58560
H -1.17269 0.97045 5.52811
C -2.09188 1.75825 -5.11416
C -1.92884 0.74330 -4.00019
O -0.80853 -0.11699 -4.20932
H -2.20835 1.25124 -6.07389
H -2.96493 2.39042 -4.94443
H -1.21508 2.40373 -5.18466
H -2.79692 0.08519 -3.93958
H -1.82343 1.25162 -3.03501
H -0.01966 0.43296 -4.23666
C 1.66848 3.71559 4.50301
C 2.55902 4.69129 5.24369
O 2.31179 6.03132 4.82190
H 1.83777 3.79319 3.42709
H 1.83546 2.68195 4.80886
H 0.63785 3.99811 4.71419
H 3.61518 4.50024 5.05609
H 2.39066 4.60634 6.32383
H 1.37523 6.20271 4.98202
C 6.04854 -5.52193 -1.57965
C 5.31092 -4.92880 -0.39510
O 5.06185 -3.53452 -0.55705
H 6.99293 -5.00166 -1.73882
H 6.25132 -6.58254 -1.42036
H 5.46485 -5.41811 -2.49631
H 5.90273 -5.01615 0.51505
H 4.36517 -5.45827 -0.23349
H 4.53375 -3.42462 -1.35415
C -2.10314 3.99819 7.76160
C -2.97460 3.04599 6.96579
O -2.46781 1.71217 6.98046
H -1.08630 3.99616 7.36765
H -2.49913 5.01505 7.71855
H -2.05961 3.70082 8.81165
H -3.00208 3.34002 5.91749
H -4.00122 3.05355 7.34518
H -2.43673 1.40947 7.89308
C 1.58661 5.79871 -4.76404
C 0.76621 4.52843 -4.65063
O -0.03679 4.29691 -5.80535
H 0.93389 6.65689 -4.92475
H 2.17180 5.96752 -3.85929
H 2.27487 5.73905 -5.60994
H 0.06966 4.59407 -3.81538
H 1.42584 3.67075 -4.47487
H 0.55122 4.22392 -6.56689
C -1.20930 3.12587 -9.13077
C -0.86347 4.57620 -9.39850
O 0.54543 4.80330 -9.34975
H -0.80085 2.83116 -8.16297
H -2.28780 2.96564 -9.11946
H -0.77633 2.46474 -9.88564
H -1.28657 5.21748 -8.62687
H -1.26370 4.90015 -10.36490
H 0.95804 4.26103 -10.02893
C -0.16722 -3.14451 4.86490
C 0.88406 -2.51709 5.76261
O 1.65235 -1.52383 5.09988
H 0.30178 -3.59590 3.99033
H -0.72839 -3.91639 5.39466
H -0.87243 -2.38438 4.51809
H 1.59531 -3.27160 6.09983
H 0.40680 -2.08545 6.65062
H 1.03524 -0.83825 4.81427
C -4.17066 -6.63918 -2.27256
C -3.78759 -7.54890 -1.12203
O -4.82939 -7.65700 -0.15380
H -4.43184 -5.65161 -1.88899
H -3.35150 -6.53433 -2.98468
H -5.04064 -7.02580 -2.80915
H -2.92987 -7.14552 -0.58495
H -3.51461 -8.54296 -1.49109
H -5.60276 -8.02905 -0.58833
C -1.95482 7.13911 3.36322
C -1.56395 5.71640 3.71055
O -0.92408 5.62788 4.98582
H -1.07570 7.78406 3.36166
H -2.42328 7.18481 2.37970
H -2.66105 7.53756 4.09582
H -0.85053 5.32268 2.98845
H -2.44331 5.06428 3.70638
H -1.53498 5.95727 5.65248
C 9.70548 -4.20248 -3.82459
C 8.64485 -5.05619 -4.49358
O 7.37826 -4.40787 -4.54302
H 9.39691 -3.93730 -2.81300
H 10.65811 -4.73113 -3.77264
H 9.86182 -3.27472 -4.37990
H 8.48073 -5.97429 -3.93042
H 8.96312 -5.33459 -5.50409
H 7.47681 -3.59410 -5.04644
```

Computed properties:
- Kohn-Sham gap: 8.79 eV
- Largest force on an atom: 1.69 eV/A
- SMILES: CN(C)B(O)N1C(=O)c2ccc(O)cc2C1=O.CCO.CCO.CCO.CCO.CCO.CCO.CCO.CCO.CCO.CCO.CCO
- Total energy: -68803.1680 eV
- HOMO level: -0.330 Eh

=====

[2]
DFT (wB97M-V/def2-TZVPD) results for a 4-piece molecular cluster, C32H77ClN3O7P overall.

```
121
Properties=species:S:1:pos:R:3
C 1.42767 4.97285 0.09764
C 0.77546 4.44668 -1.19864
C 1.31706 3.12857 -1.71255
Cl 3.11794 3.08898 -1.76503
P 0.68517 1.59283 -0.73783
C 0.07030 0.05940 0.18736
C -0.63271 -0.94730 -0.73242
C -2.06259 -0.59974 -1.14577
C -3.01411 -0.22487 0.00562
C -3.03103 1.26116 0.36308
C -4.07763 2.08203 -0.44173
C -5.27317 2.45934 0.43566
C -6.21261 3.53155 -0.15439
C -5.55293 4.42559 -1.19764
C -6.40555 5.61403 -1.62097
O -5.65948 6.77965 -1.96458
C -4.60185 6.50602 -2.86903
H 1.72286 6.00668 -0.05716
H 2.32143 4.43124 0.38197
H 0.70551 4.99517 0.90754
H 0.85763 5.20648 -1.96940
H -0.29602 4.31239 -1.02121
H 0.99183 3.01452 -2.74481
H 0.68252 2.37257 0.46113
H -0.50056 1.65970 -1.52904
H 1.82698 0.87351 -1.20192
H -0.55689 0.32201 1.03492
H 0.96775 -0.42305 0.57821
H -0.58060 -1.92950 -0.26825
H -0.03239 -1.01278 -1.64722
H -2.08045 0.17930 -1.90780
H -2.48281 -1.48174 -1.62986
H -4.01299 -0.60720 -0.19346
H -2.65994 -0.76664 0.88487
H -3.23406 1.33865 1.42978
H -2.06048 1.71997 0.21902
H -3.55326 2.95169 -0.81603
H -4.40937 1.42757 -1.24602
H -5.85178 1.54424 0.56503
H -4.94334 2.73698 1.43260
H -7.13068 3.10821 -0.56153
H -6.52820 4.18805 0.65648
H -5.29624 3.84265 -2.07916
H -4.61875 4.79637 -0.77963
H -7.08575 5.93042 -0.83383
H -7.01812 5.33295 -2.48863
H -3.70342 6.25112 -2.30196
H -4.81001 5.66812 -3.52518
H -4.36908 7.37008 -3.48485
C 4.48194 -0.29647 -0.45208
O 5.74001 -0.78393 -0.02515
C 6.47017 0.11928 0.79603
C 6.52956 -0.36639 2.23001
N 5.22366 -0.27893 2.87302
C 5.12748 -0.96025 4.16159
C 5.35643 -2.46846 4.20514
O 4.34819 -3.23463 3.56936
C 4.47798 -3.36936 2.16485
H 4.11000 -0.97149 -1.22243
H 3.75523 -0.27920 0.36919
H 4.56501 0.70567 -0.87888
H 6.05585 1.12999 0.73942
H 7.48963 0.15440 0.40156
H 7.23960 0.25266 2.78646
H 6.91651 -1.39360 2.21100
H 4.52550 -0.66774 2.25317
H 4.12276 -0.77108 4.54743
H 5.82728 -0.48364 4.85552
H 5.32692 -2.76564 5.25723
H 6.34644 -2.75637 3.83258
H 5.52356 -3.38915 1.84982
H 3.94764 -2.57283 1.63637
H 4.01175 -4.31458 1.88182
C -0.75892 -8.02270 7.03439
O -0.19858 -8.34841 5.77775
C -0.35395 -7.34294 4.78339
C 0.96671 -6.67673 4.45453
N 1.43659 -5.84847 5.55688
C 2.81635 -5.37606 5.41919
C 3.93356 -6.41125 5.34974
O 4.15593 -7.12968 6.55137
C 3.30566 -8.24015 6.76378
H -0.75655 -8.92901 7.63808
H -0.17527 -7.25859 7.55868
H -1.79137 -7.67652 6.93085
H -1.10352 -6.60433 5.08205
H -0.71977 -7.84339 3.88206
H 0.83312 -6.04488 3.57087
H 1.67891 -7.47229 4.19856
H 1.36007 -6.37455 6.41744
H 3.01686 -4.73366 6.28062
H 2.87929 -4.74160 4.53510
H 4.86022 -5.86231 5.16342
H 3.81288 -7.10434 4.50802
H 3.02658 -8.72719 5.82612
H 2.40389 -7.95459 7.31267
H 3.84953 -8.95794 7.37878
C -1.99940 2.61674 -9.08845
O -2.50391 1.70489 -8.13152
C -1.50661 0.97307 -7.42956
C -1.41539 1.41171 -5.98226
N -0.85648 2.75347 -5.86632
C -0.97088 3.34646 -4.53754
C -2.36408 3.56972 -3.95715
O -3.12734 4.57048 -4.60645
C -3.81029 4.15749 -5.77745
H -2.84089 2.95961 -9.68830
H -1.53338 3.48966 -8.61879
H -1.27356 2.13615 -9.75026
H -0.53550 1.04976 -7.92676
H -1.80964 -0.07750 -7.45055
H -0.77144 0.71255 -5.43984
H -2.42516 1.34391 -5.55645
H -1.31809 3.36167 -6.52997
H -0.47228 4.31875 -4.57709
H -0.40086 2.72643 -3.83591
H -2.22792 3.93186 -2.93291
H -2.94147 2.64034 -3.87859
H -4.12580 3.11301 -5.72061
H -3.20030 4.31210 -6.67090
H -4.69800 4.78456 -5.87704
```

Computed properties:
- Energy relative to the best compared isomer or geometry (same formula, charge and spin): 0.00 kJ/mol
- Kohn-Sham gap: 9.01 eV
- Largest force on an atom: 1.37 eV/A
- SMILES: CC[C@@H](Cl)[PH3]CCCCCCCCCCOC.COCCNCCOC.COCCNCCOC.COCCNCCOC
- Total energy: -75039.6797 eV
- HOMO level: -0.311 Eh